Entry 1:
{
  "formula": "C3H5O3PS",
  "method": "ωB97M-V/def2-TZVPD",
  "symbols": ["C", "C", "C", "O", "O", "O", "P", "S", "H", "H", "H", "H", "H"],
  "coordinates": [[0.238, 1.204, 0.124], [0.382, -0.067, -0.598], [-0.146, -1.252, -0.141], [2.629, 1.772, -1.048], [2.695, 0.129, 1.140], [3.263, -1.305, -0.808], [2.108, 1.746, 0.319], [3.753, -0.798, 0.487], [-0.261, 1.985, -0.486], [-0.042, 1.034, 1.089], [1.005, -0.140, -1.484], [-0.164, -2.097, -0.714], [-0.524, -1.388, 0.880]],
  "nbo_charge": [-0.685, -0.209, -0.343, -0.983, -0.960, -0.813, 1.573, 1.315, 0.261, 0.225, 0.238, 0.197, 0.185],
  "e_tot_ev": -29455.9582,
  "de_lowest_kcal_mol": 82.73,
  "total_charge": 0
}

***

Entry 2:
{
  "formula": "C23H28N2O4",
  "method": "ωB97M-V/def2-TZVPD",
  "symbols": ["C", "C", "C", "N", "C", "C", "C", "O", "C", "C", "C", "N", "C", "O", "C", "C", "C", "C", "C", "C", "C", "O", "C", "O", "C", "C", "C", "C", "C", "H", "H", "H", "H", "H", "H", "H", "H", "H", "H", "H", "H", "H", "H", "H", "H", "H", "H", "H", "H", "H", "H", "H", "H", "H", "H", "H", "H"],
  "coordinates": [[-6.296, -0.771, -1.202], [-4.821, -0.986, -0.894], [-4.470, -0.497, 0.517], [-3.095, -0.755, 0.852], [-2.012, -0.072, 0.504], [-0.739, -0.622, 0.712], [-0.625, -2.026, 1.092], [-1.575, -2.679, 1.535], [0.674, -2.739, 0.807], [0.877, -2.847, -0.711], [2.348, -3.015, -1.091], [3.118, -1.836, -0.762], [4.116, -1.833, 0.204], [4.485, -2.805, 0.814], [4.602, -0.435, 0.268], [5.581, 0.143, 1.047], [5.808, 1.507, 0.892], [5.074, 2.257, -0.014], [4.085, 1.671, -0.798], [3.861, 0.320, -0.643], [2.882, -0.581, -1.297], [2.059, -0.327, -2.144], [0.445, 0.209, 0.550], [1.566, -0.110, 0.922], [0.265, 1.558, -0.113], [-1.050, 2.244, 0.237], [-1.098, 2.567, 1.731], [-1.199, 3.536, -0.569], [-2.178, 1.277, -0.129], [-6.550, 0.285, -1.146], [-6.918, -1.312, -0.493], [-6.530, -1.126, -2.203], [-4.578, -2.048, -0.968], [-4.210, -0.453, -1.624], [-5.084, -1.031, 1.246], [-4.701, 0.568, 0.602], [-2.865, -1.692, 1.227], [1.496, -2.181, 1.254], [0.627, -3.733, 1.254], [0.505, -1.946, -1.202], [0.313, -3.697, -1.099], [2.803, -3.847, -0.548], [2.427, -3.192, -2.169], [6.145, -0.446, 1.753], [6.566, 1.991, 1.490], [5.271, 3.315, -0.110], [3.508, 2.251, -1.503], [1.120, 2.179, 0.162], [0.323, 1.376, -1.191], [-0.997, 1.662, 2.325], [-2.039, 3.048, 1.990], [-0.286, 3.240, 1.997], [-2.148, 4.020, -0.346], [-0.398, 4.228, -0.323], [-1.159, 3.333, -1.637], [-3.135, 1.714, 0.157], [-2.188, 1.138, -1.215]],
  "nbo_charge": [-0.606, -0.400, -0.213, -0.549, 0.395, -0.412, 0.601, -0.626, -0.518, -0.400, -0.218, -0.477, 0.695, -0.557, -0.138, -0.155, -0.203, -0.193, -0.203, -0.024, 0.703, -0.588, 0.598, -0.634, -0.512, -0.028, -0.616, -0.597, -0.467, 0.202, 0.205, 0.217, 0.207, 0.198, 0.208, 0.194, 0.449, 0.263, 0.223, 0.224, 0.214, 0.234, 0.210, 0.230, 0.217, 0.216, 0.227, 0.230, 0.246, 0.219, 0.207, 0.216, 0.207, 0.214, 0.209, 0.219, 0.238],
  "smiles": "CCCNC1=C(C(=O)CCCN2C(=O)c3ccccc3C2=O)C(=O)CC(C)(C)C1",
  "e_tot_ev": -35477.8855,
  "de_lowest_kcal_mol": 10.04,
  "total_charge": 0
}

***

Entry 3:
{
  "formula": "C8H21N2PS",
  "method": "ωB97M-V/def2-TZVPD",
  "symbols": ["C", "C", "C", "C", "P", "S", "N", "N", "H", "H", "H", "H", "H", "H", "H", "H", "H", "H", "H", "H", "H", "C", "C", "C", "C", "H", "H", "H", "H", "H", "H", "H", "H"],
  "coordinates": [[-3.670, -0.570, -1.165], [-3.012, 0.403, -0.152], [-3.806, 0.357, 1.160], [-3.215, 1.773, -0.844], [-1.217, -0.016, -0.117], [-0.486, 0.871, 1.630], [-1.284, -1.636, 0.368], [-0.137, -2.296, 1.054], [-3.179, -0.364, -2.146], [-3.473, -1.670, -0.847], [-4.698, -0.456, -1.236], [-3.915, 1.335, 1.551], [-3.219, -0.207, 1.860], [-4.725, -0.101, 1.096], [-2.726, 1.750, -1.882], [-4.159, 2.274, -0.902], [-2.496, 2.586, -0.424], [0.250, 1.924, 0.898], [-1.452, -2.185, -0.483], [0.545, -2.676, 0.347], [0.455, -1.597, 1.516], [3.686, 1.404, 0.445], [4.013, 0.220, -0.003], [3.732, -1.020, 0.727], [4.948, 0.046, -1.190], [2.833, 1.368, 1.113], [3.745, 2.388, -0.081], [3.448, -1.721, -0.124], [4.625, -1.422, 1.163], [2.984, -1.086, 1.387], [5.910, -0.575, -1.108], [4.427, -0.237, -2.156], [5.268, 1.136, -1.454]],
  "nbo_charge": [-0.606, -0.369, -0.608, -0.628, 0.871, -0.359, -0.815, -0.650, 0.208, 0.203, 0.215, 0.211, 0.215, 0.208, 0.211, 0.227, 0.208, 0.188, 0.381, 0.333, 0.357, -0.423, 0.028, -0.628, -0.663, 0.188, 0.201, 0.199, 0.221, 0.209, 0.224, 0.224, 0.216],
  "smiles": "CC(C)(C)P(S)NN.C=C(C)C",
  "e_tot_ev": -31737.6399,
  "de_lowest_kcal_mol": 11.20,
  "total_charge": 0
}

***

Entry 4:
{
  "formula": "C26H24BrGeN3O3RuSe3Te",
  "method": "ωB97M-V/def2-TZVPD",
  "symbols": ["Ru", "Se", "Se", "Te", "Se", "C", "C", "O", "N", "C", "C", "C", "C", "C", "C", "N", "H", "H", "H", "H", "H", "H", "H", "H", "H", "H", "Ge", "C", "C", "C", "C", "C", "C", "C", "C", "C", "C", "C", "C", "H", "H", "H", "H", "H", "H", "H", "H", "H", "H", "H", "Br", "C", "C", "N", "C", "C", "C", "C", "O", "O", "H", "H", "H"],
  "coordinates": [[-0.119, -0.321, -0.191], [-0.983, 1.098, 1.571], [-3.161, 0.424, 1.856], [-3.087, -2.123, 1.697], [-0.781, -2.624, 1.334], [3.802, -1.420, 2.103], [2.927, -0.541, 1.263], [1.879, -0.982, 0.774], [3.312, 0.727, 1.069], [2.568, 1.634, 0.208], [2.613, 1.204, -1.237], [3.697, 1.545, -2.029], [3.735, 1.119, -3.346], [2.686, 0.357, -3.830], [1.640, 0.054, -2.977], [1.598, 0.470, -1.710], [3.210, -1.807, 2.931], [4.676, -0.901, 2.489], [4.118, -2.270, 1.500], [4.180, 1.044, 1.467], [2.994, 2.630, 0.311], [1.531, 1.693, 0.546], [4.497, 2.148, -1.621], [4.570, 1.379, -3.982], [2.673, -0.001, -4.849], [0.806, -0.550, -3.304], [-1.305, 1.559, -1.602], [-0.109, 3.100, -1.613], [0.557, 3.375, -2.807], [1.412, 4.465, -2.902], [1.612, 5.288, -1.804], [0.950, 5.026, -0.612], [0.094, 3.937, -0.516], [-3.136, 1.983, -1.157], [-4.185, 1.275, -1.737], [-5.499, 1.624, -1.455], [-5.771, 2.683, -0.600], [-4.730, 3.402, -0.030], [-3.417, 3.054, -0.308], [-1.191, 0.882, -2.979], [0.407, 2.737, -3.671], [1.917, 4.672, -3.837], [2.275, 6.140, -1.878], [1.094, 5.674, 0.244], [-0.405, 3.738, 0.425], [-3.975, 0.444, -2.398], [-6.310, 1.070, -1.909], [-6.795, 2.954, -0.383], [-4.939, 4.236, 0.628], [-2.612, 3.624, 0.138], [-0.785, -6.080, -5.135], [-1.828, -4.776, -4.260], [-3.207, -4.750, -4.443], [-3.992, -3.857, -3.850], [-3.427, -2.956, -3.054], [-2.060, -2.907, -2.819], [-1.238, -3.843, -3.436], [-1.482, -1.880, -1.918], [-2.229, -1.072, -1.316], [-0.221, -1.838, -1.750], [-3.690, -5.475, -5.086], [-4.088, -2.242, -2.578], [-0.171, -3.829, -3.257]],
  "nbo_charge": [0.972, -0.146, -0.059, 0.608, -0.309, -0.700, 0.721, -0.697, -0.578, -0.257, 0.225, -0.235, -0.132, -0.233, 0.064, -0.495, 0.259, 0.223, 0.259, 0.418, 0.245, 0.214, 0.230, 0.236, 0.240, 0.235, 1.212, -0.491, -0.216, -0.195, -0.199, -0.231, -0.165, -0.391, -0.212, -0.201, -0.189, -0.215, -0.228, -0.148, 0.220, 0.224, 0.226, 0.224, 0.208, 0.224, 0.223, 0.225, 0.224, 0.212, 0.096, -0.141, 0.042, -0.395, 0.084, -0.218, -0.146, 0.791, -0.704, -0.732, 0.215, 0.209, 0.248],
  "multiplicity": 6,
  "e_tot_ev": -370432.1418,
  "de_lowest_kcal_mol": 0.00,
  "total_charge": 1
}

***

Entry 5:
{
  "formula": "C26H31CdN4O5",
  "method": "ωB97M-V/def2-TZVPD",
  "symbols": ["Cd", "C", "C", "C", "N", "C", "C", "C", "C", "C", "C", "C", "N", "C", "C", "C", "N", "C", "C", "C", "C", "C", "C", "C", "N", "C", "C", "H", "H", "H", "H", "H", "H", "H", "H", "H", "H", "H", "H", "H", "H", "H", "H", "H", "H", "H", "H", "H", "H", "H", "H", "H", "H", "O", "C", "O", "C", "O", "C", "C", "O", "O", "H", "H", "H", "H", "H"],
  "coordinates": [[0.524, 0.508, 0.129], [-0.673, 0.451, 3.215], [-0.577, -1.081, 3.352], [-0.566, -1.877, 2.038], [0.532, -1.553, 1.146], [1.679, -2.174, 1.192], [1.991, -3.136, 2.197], [3.072, -3.990, 2.376], [4.157, -4.264, 1.557], [4.389, -3.668, 0.317], [3.747, -2.629, -0.321], [2.643, -1.793, 0.057], [2.309, -0.728, -0.594], [2.982, -0.202, -1.763], [1.967, 0.120, -2.912], [0.625, -0.623, -2.859], [-0.282, 0.006, -1.908], [-1.527, -0.329, -1.870], [-2.082, -1.390, -2.674], [-3.375, -1.619, -3.087], [-4.526, -0.846, -2.894], [-4.618, 0.237, -2.029], [-3.717, 0.704, -1.078], [-2.368, 0.321, -0.790], [-1.783, 0.573, 0.359], [-2.651, 0.997, 1.446], [-2.047, 1.055, 2.881], [0.076, 0.820, 2.527], [-0.384, 0.878, 4.176], [-1.418, -1.438, 3.960], [0.340, -1.309, 3.905], [-1.482, -1.636, 1.495], [-0.599, -2.947, 2.258], [1.257, -3.190, 2.990], [3.038, -4.560, 3.299], [4.861, -5.017, 1.890], [5.234, -4.071, -0.234], [4.182, -2.375, -1.274], [3.760, -0.851, -2.156], [3.478, 0.724, -1.464], [2.452, -0.113, -3.861], [1.736, 1.190, -2.919], [0.803, -1.668, -2.578], [0.170, -0.634, -3.852], [-1.346, -2.112, -3.004], [-3.505, -2.506, -3.699], [-5.418, -1.126, -3.446], [-5.570, 0.760, -2.042], [-4.094, 1.496, -0.442], [-3.517, 0.330, 1.450], [-3.057, 1.993, 1.242], [-2.780, 0.597, 3.551], [-1.987, 2.106, 3.161], [-1.801, 5.014, 0.490], [-1.140, 3.832, 0.423], [-0.934, 3.146, 1.384], [-0.785, 3.502, -1.019], [0.439, 2.852, -1.220], [1.606, 3.585, -0.845], [2.229, 3.194, 0.491], [2.997, 4.035, 0.967], [1.938, 2.031, 0.938], [-2.011, 5.142, 1.421], [-0.831, 4.421, -1.595], [-1.558, 2.823, -1.383], [1.427, 4.660, -0.873], [2.364, 3.348, -1.595]],
  "nbo_charge": [1.736, -0.383, -0.404, -0.242, -0.690, 0.326, -0.402, -0.123, -0.367, -0.140, -0.358, 0.235, -0.626, -0.232, -0.409, -0.244, -0.619, 0.253, -0.364, -0.141, -0.367, -0.153, -0.364, 0.226, -0.657, -0.232, -0.405, 0.204, 0.205, 0.189, 0.201, 0.201, 0.178, 0.196, 0.190, 0.194, 0.190, 0.192, 0.170, 0.206, 0.198, 0.212, 0.195, 0.189, 0.209, 0.195, 0.196, 0.193, 0.199, 0.184, 0.172, 0.186, 0.215, -0.690, 0.770, -0.575, -0.172, -0.539, -0.197, 0.750, -0.702, -0.857, 0.491, 0.187, 0.237, 0.185, 0.198],
  "e_tot_ev": -48228.0327,
  "de_lowest_kcal_mol": 1.31,
  "total_charge": -1
}

***

Entry 6:
{
  "formula": "C21H22ClN2O2",
  "method": "ωB97M-V/def2-TZVPD",
  "symbols": ["C", "O", "C", "C", "C", "C", "N", "C", "C", "C", "C", "C", "C", "N", "C", "C", "C", "O", "C", "C", "C", "C", "C", "C", "Cl", "C", "H", "H", "H", "H", "H", "H", "H", "H", "H", "H", "H", "H", "H", "H", "H", "H", "H", "H", "H", "H", "H", "H"],
  "coordinates": [[3.126, 1.923, 1.347], [2.804, 0.556, 1.461], [1.638, 0.099, 0.938], [0.609, 0.938, 0.529], [-0.590, 0.439, 0.034], [-1.702, 1.364, -0.374], [-2.815, 1.246, 0.608], [-4.090, 1.891, 0.236], [-5.038, 0.765, -0.136], [-6.308, 0.942, -0.651], [-7.057, -0.195, -0.930], [-6.513, -1.447, -0.686], [-5.230, -1.523, -0.168], [-4.519, -0.438, 0.097], [-0.776, -0.934, -0.043], [0.238, -1.780, 0.352], [1.456, -1.300, 0.833], [2.337, -2.262, 1.171], [3.718, -1.991, 1.348], [4.358, -1.314, 0.163], [3.877, -1.524, -1.123], [4.457, -0.876, -2.199], [5.523, -0.014, -2.010], [6.007, 0.184, -0.726], [7.333, 1.263, -0.466], [5.435, -0.460, 0.358], [3.069, 2.261, 0.309], [2.483, 2.543, 1.980], [4.154, 2.009, 1.693], [0.742, 2.007, 0.593], [-2.099, 1.078, -1.351], [-1.361, 2.400, -0.414], [-3.157, 0.202, 0.610], [-2.478, 1.515, 1.532], [-3.949, 2.575, -0.604], [-4.500, 2.463, 1.071], [-6.702, 1.929, -0.829], [-8.053, -0.100, -1.333], [-7.070, -2.346, -0.893], [-4.749, -2.467, 0.044], [-1.695, -1.344, -0.432], [0.123, -2.850, 0.285], [3.884, -1.402, 2.256], [4.157, -2.985, 1.491], [3.048, -2.197, -1.282], [4.078, -1.044, -3.195], [5.977, 0.496, -2.844], [5.823, -0.294, 1.351]],
  "nbo_charge": [-0.256, -0.516, 0.318, -0.287, -0.102, -0.229, -0.552, -0.265, 0.188, -0.229, -0.122, -0.234, 0.078, -0.495, -0.221, -0.230, 0.279, -0.481, -0.098, 0.059, -0.259, -0.184, -0.242, -0.019, 0.016, -0.272, 0.187, 0.178, 0.216, 0.221, 0.227, 0.225, 0.476, 0.434, 0.239, 0.245, 0.237, 0.241, 0.245, 0.218, 0.211, 0.238, 0.200, 0.214, 0.221, 0.221, 0.233, 0.227],
  "smiles": "COc1cc(C[NH2+]Cc2ccccn2)ccc1OCc1cccc(Cl)c1",
  "e_tot_ev": -41725.3115,
  "de_lowest_kcal_mol": 3.64,
  "total_charge": 1
}